# 1
Density functional theory data (ωB97M-V/def2-TZVPD) for C19H29CdN3OSi2 as an isolated structure at a distorted geometry.

```
55
Properties=species:S:1:pos:R:3:lowdin_charge:R:1
Cd -0.6739 0.0528 -0.1882 1.335
O -2.7472 -2.9611 2.1134 0.003
C -1.9295 -2.2636 1.4938 -0.527
N -1.9484 -0.9121 1.3456 -0.104
C -3.1414 -0.2472 1.8161 -0.210
C -3.8525 0.5324 0.7476 -0.251
C -5.2218 0.8422 0.8944 -0.030
C -5.9075 1.4820 -0.0998 -0.060
C -5.1738 1.8007 -1.2591 -0.082
C -3.8294 1.5425 -1.3330 -0.151
N -3.1474 0.9507 -0.3266 0.035
C -0.8384 -2.9746 0.8183 -0.220
C -0.4866 -4.2640 1.2451 0.014
C 0.6341 -4.8704 0.6917 -0.049
C 1.1834 -4.2882 -0.4371 -0.069
C 0.7115 -3.0674 -0.8969 -0.146
N -0.2077 -2.3932 -0.2049 0.028
H -2.8691 0.4399 2.6358 0.127
H -3.8048 -1.0228 2.2352 0.116
H -5.7017 0.5744 1.8343 0.120
H -6.9838 1.6650 -0.0464 0.114
H -5.6809 2.2501 -2.1361 0.112
H -3.3053 1.7790 -2.2579 0.104
H -1.1113 -4.7517 2.0051 0.126
H 1.0452 -5.7933 1.0983 0.113
H 1.9620 -4.7715 -1.0257 0.108
H 1.1394 -2.6740 -1.8222 0.104
C 3.1674 -0.0874 -2.1076 -0.193
Si 1.8601 1.2968 -1.9754 0.375
C 0.5612 0.9175 -3.2989 -0.231
C 2.6866 2.9365 -2.4729 -0.190
C 1.0777 1.4021 -0.2252 -0.516
Si 2.0761 1.1162 1.4162 0.388
C 3.3437 -0.3005 1.1822 -0.191
C 3.0288 2.6827 1.8494 -0.197
C 1.0008 0.7051 2.8966 -0.212
H 3.3034 -0.3050 -3.1650 0.022
H 2.8921 -1.0440 -1.6444 0.003
H 4.1213 0.2512 -1.6966 0.021
H 1.0827 0.9164 -4.2725 0.029
H -0.2012 1.6937 -3.3972 0.017
H 0.0370 -0.0458 -3.2149 0.009
H 2.9694 2.8051 -3.5083 0.014
H 3.5940 3.1611 -1.8918 0.028
H 1.9695 3.7633 -2.3859 0.030
H 0.4878 2.3218 -0.1623 -0.058
H 4.2169 -0.0379 0.5657 0.022
H 2.8457 -1.1844 0.7693 0.009
H 3.6981 -0.5803 2.1784 0.024
H 3.7335 3.0114 1.0917 0.018
H 3.6002 2.5052 2.7669 0.027
H 2.3748 3.5296 2.0611 0.026
H 0.4206 -0.2146 2.8024 0.003
H 0.2996 1.5174 3.1028 0.027
H 1.6389 0.6102 3.7956 0.036
```

Kohn-Sham gap in eV: 8.65
E_tot in hartree: -1727.7081
ΔE to the lowest compared entry with this formula, charge and spin in kcal per mole: 0.0
E_HOMO in eV: -8.26
E_LUMO in eV: 0.39
Spin multiplicity: 1

***

# 2
Density functional theory data (ωB97M-V/def2-TZVPD) for a 2-piece molecular cluster, C5H14 overall at a distorted geometry.

```
19
Properties=species:S:1:pos:R:3:lowdin_charge:R:1
C -1.5233 -0.3972 1.8107 -0.116
C -0.2425 -0.9801 1.1554 -0.307
C -0.3154 -2.4500 0.8485 -0.136
H -2.0134 0.3667 1.2038 0.061
H -1.2041 0.3004 2.5892 0.057
H -2.2098 -1.0991 2.2757 0.066
H -0.1716 -0.3730 0.2588 0.060
H 0.6088 -0.7050 1.7736 0.101
H 0.4304 -2.7413 0.1067 0.062
H -0.1337 -3.0600 1.7392 0.072
H -1.1816 -2.9113 0.3629 0.072
C 0.9853 1.9285 -2.6040 -0.168
C 1.0910 1.7744 -1.0948 -0.171
H 0.2758 1.2188 -3.0089 0.061
H 0.7297 2.9517 -2.8753 0.063
H 1.8719 1.7019 -3.1840 0.054
H 1.8905 2.2039 -0.4985 0.062
H 1.2060 0.7416 -0.7734 0.040
H 0.1578 2.2226 -0.7560 0.065
```

Structure (SMILES): CCC.CC
Kohn-Sham gap in eV: 12.03
E_tot in hartree: -198.8599
ΔE to the lowest compared entry with this formula, charge and spin in kcal per mole: 18.4
E_HOMO in eV: -10.97
E_LUMO in eV: 1.06
Spin multiplicity: 1

***

# 3
Density functional theory data (ωB97M-V/def2-TZVPD) for C14H12Br2N4O3W as an isolated structure at a distorted geometry.

```
36
Properties=species:S:1:pos:R:3:lowdin_charge:R:1
W -0.0385 0.2216 0.0305 1.986
N 1.4756 -0.9523 -1.0915 -0.012
C 0.6108 -1.8438 -1.9822 -0.053
C -0.3756 -2.5046 -1.0549 -0.388
O -0.6080 -3.6481 -0.9565 0.300
N -0.9242 -1.4781 -0.1062 -0.109
C -1.7050 -2.0003 1.0419 -0.008
C -1.4753 -1.1101 2.2505 -0.249
O -1.8160 -1.1337 3.3327 0.395
O -0.5300 0.0934 1.7217 -0.214
H 2.1531 -0.4555 -1.6788 0.153
H 2.0401 -1.5815 -0.5078 0.159
H 1.1771 -2.6200 -2.4936 0.173
H 0.1068 -1.2274 -2.7246 0.148
H -1.4249 -3.0296 1.2837 0.175
H -2.7815 -2.0174 0.8378 0.187
Br 3.3887 5.8169 0.6920 1.188
C 2.5121 4.2600 0.4994 -0.614
C 3.0124 3.0737 1.0912 -0.015
C 2.3357 1.9185 0.9021 -0.041
N 1.1665 1.8539 0.1566 -0.128
C 0.6553 3.0287 -0.3937 -0.165
C 1.2966 4.2089 -0.2375 0.019
C -0.6339 2.8393 -1.0840 -0.155
C -1.3325 3.8191 -1.6999 0.018
C -2.5834 3.5334 -2.3104 -0.616
Br -3.5078 4.8347 -3.1402 1.179
C -3.0861 2.2141 -2.2500 -0.020
C -2.3589 1.2566 -1.6303 -0.043
N -1.1250 1.5240 -1.0538 -0.106
H 3.9165 3.0863 1.6877 0.152
H 2.6912 0.9973 1.3422 0.140
H 0.8936 5.1249 -0.6485 0.140
H -0.9493 4.8304 -1.7339 0.141
H -4.0413 1.9607 -2.6930 0.152
H -2.7111 0.2393 -1.5739 0.131
```

Kohn-Sham gap (alpha / beta) in eV: 5.09 / 5.09
E_tot in hartree: -6198.8534
ΔE to the lowest compared entry with this formula, charge and spin in kcal per mole: 41.0
E_HOMO (alpha / beta) in eV: -22.20 / -22.20
E_LUMO (alpha / beta) in eV: -17.11 / -17.11
Net charge: +4
Spin multiplicity: 1

***

# 4
Density functional theory data (ωB97M-V/def2-TZVPD) for C40H48BrIN2P2Zr as an isolated structure.

```
95
Properties=species:S:1:pos:R:3:lowdin_charge:R:1
Zr -0.6138 0.1291 0.6216 0.997
C -1.6139 -1.0320 -3.7325 -0.077
C -1.3613 0.4470 -3.4473 -0.513
C -2.6658 1.2251 -3.2799 -0.101
P -0.2049 0.6898 -2.0184 1.022
C 0.3978 2.4241 -2.4664 -0.337
C 1.2869 2.5245 -3.7099 -0.072
C 0.3448 3.3724 0.0836 -0.072
C 1.0754 -0.5836 -2.1314 -0.398
C 2.1425 -0.5221 -3.0299 -0.107
C 3.2321 -1.3647 -2.9242 -0.070
C 3.2747 -2.2581 -1.8613 -0.058
C 2.2093 -2.3678 -0.9884 -0.063
C 1.0449 -1.5983 -1.1399 -0.355
N -0.0767 -1.7460 -0.2817 -0.158
C -0.3777 -3.0141 0.2881 -0.289
C 0.1108 -4.2273 -0.2151 -0.034
C -0.1693 -5.4298 0.4106 -0.049
C -0.9621 -5.4832 1.5498 -0.064
C -1.5408 -4.3112 1.9983 -0.088
C -1.2763 -3.0907 1.3763 -0.314
P -2.2714 -1.6323 1.6872 0.992
C -3.8114 -1.9030 0.7127 -0.522
C -4.4576 -3.2728 0.9289 -0.087
C -3.5167 -1.7282 -0.7718 -0.142
C -2.7347 -1.3510 3.4497 -0.511
C -4.0791 -1.9349 3.8867 -0.100
C -1.6418 -1.7726 4.4320 -0.094
H -2.1672 -1.1122 -4.6677 0.096
H -2.2146 -1.4952 -2.9523 0.053
H -0.6900 -1.5968 -3.8378 0.078
H -0.8098 0.8566 -4.3034 0.103
H -3.1848 0.9463 -2.3646 0.035
H -3.3224 1.0064 -4.1220 0.095
H -2.5237 2.3062 -3.2624 0.068
H -0.5932 2.7749 -2.7851 0.079
H 2.3085 2.2064 -3.5109 0.079
H 1.3153 3.5499 -4.0781 0.092
H 0.8942 1.9219 -4.5276 0.083
H 1.0671 3.7426 0.8101 0.104
H 0.1584 2.3247 0.3242 -0.075
H -0.6106 3.8698 0.2403 0.074
H 2.1233 0.1983 -3.8340 0.089
H 4.0414 -1.3105 -3.6372 0.114
H 4.1433 -2.8851 -1.7124 0.120
H 2.2755 -3.0699 -0.1713 0.114
H 0.6988 -4.2440 -1.1192 0.110
H 0.2356 -6.3399 -0.0100 0.116
H -1.1642 -6.4231 2.0414 0.113
H -2.2339 -4.3417 2.8293 0.105
H -4.4869 -1.1086 1.0514 0.107
H -3.8092 -4.0650 0.5543 0.082
H -5.3872 -3.3119 0.3605 0.094
H -4.6980 -3.4899 1.9665 0.058
H -2.8074 -2.4889 -1.1072 0.076
H -3.1125 -0.7416 -0.9998 -0.005
H -4.4336 -1.8508 -1.3501 0.101
H -2.8272 -0.2563 3.4766 0.099
H -4.0561 -3.0242 3.9171 0.074
H -4.9088 -1.6202 3.2570 0.076
H -4.2885 -1.5885 4.8992 0.094
H -1.7002 -2.8421 4.6341 0.081
H -1.7856 -1.2496 5.3769 0.094
H -0.6382 -1.5605 4.0803 0.040
C 3.0531 -1.0126 5.1310 -0.024
C 2.0252 -0.3689 4.2491 -0.236
C 1.4032 0.8413 4.5996 0.004
C 0.4558 1.4320 3.7870 -0.049
C 0.1183 0.7957 2.5885 -0.353
Br -2.7166 1.6638 0.5965 0.114
N 0.7106 -0.3657 2.2937 -0.184
C 1.6372 -0.9578 3.0597 -0.106
H 3.2515 -0.4074 6.0130 0.086
H 3.9941 -1.1520 4.5987 0.091
H 2.7166 -1.9945 5.4654 0.095
H 1.6813 1.3120 5.5350 0.126
H -0.0118 2.3646 4.0743 0.109
H 2.0400 -1.9043 2.7167 0.137
I 2.8794 1.1324 0.2235 1.288
C 3.3068 2.8563 -0.8513 -0.566
C 4.6774 3.1099 -0.9794 -0.092
C 5.1780 4.2303 -1.6287 -0.017
C 4.2857 5.1317 -2.1504 0.032
C 2.9011 4.8961 -2.0352 -0.146
C 2.0422 5.8861 -2.5392 0.109
C 0.6478 5.8219 -2.4605 0.011
C 0.1162 4.7141 -1.8877 0.040
C 0.8679 3.5351 -1.3709 -0.368
C 2.3730 3.7306 -1.4007 -0.145
H 5.3758 2.4041 -0.5508 0.100
H 6.2433 4.3870 -1.7015 0.130
H 4.6277 6.0308 -2.6438 0.135
H 2.4984 6.7532 -3.0035 0.146
H 0.0309 6.6256 -2.8312 0.134
H -0.9613 4.6325 -1.7899 0.149
```

Kohn-Sham gap in eV: 4.23
E_tot in hartree: -5263.5785
ΔE to the lowest compared entry with this formula, charge and spin in kcal per mole: 36.4
E_HOMO in eV: -12.07
E_LUMO in eV: -7.84
Net charge: +2
Spin multiplicity: 1

***

# 5
Density functional theory data (ωB97M-V/def2-TZVPD) for a 3-piece molecular cluster, C31H71N7O5P3S overall at a distorted geometry.

```
118
Properties=species:S:1:pos:R:3:lowdin_charge:R:1
C 1.3035 -4.2861 2.9346 -0.099
C 2.0418 -3.9384 1.6240 -0.230
C 1.6926 -2.5126 1.1261 -0.243
C 2.9480 -1.6780 0.8316 -0.205
C 2.5488 -0.3247 0.2148 -0.190
C 2.5691 -0.3505 -1.3380 -0.176
C 1.1874 -0.1833 -2.0315 -0.181
C 1.0850 1.2507 -2.5886 -0.184
C -0.1595 2.0402 -2.1490 -0.189
C -0.5237 1.8948 -0.6671 -0.208
C -0.2124 3.1218 0.2093 -0.179
C 0.1091 2.7402 1.6657 -0.181
C -1.0414 2.9328 2.6972 -0.174
C -2.4671 2.8767 2.1675 -0.112
C -2.9739 1.5076 1.8319 -0.165
C -2.2133 0.3702 1.7110 -0.001
C -2.7896 -0.8487 1.3617 -0.542
S -1.9213 -2.3221 1.1302 0.950
C -4.1838 -0.9005 1.1377 -0.061
C -4.9090 0.2339 1.2965 -0.214
P -6.7133 0.3532 1.0995 0.437
O -7.2447 1.1668 2.1830 -0.214
O -7.3274 -1.1001 0.9992 -0.068
O -6.9137 1.0986 -0.3026 -0.086
N -4.3016 1.3912 1.6347 0.157
H 1.0639 -3.3956 3.5130 0.043
H 1.9178 -4.9650 3.5259 0.070
H 0.3941 -4.8422 2.6941 0.067
H 3.1180 -3.9792 1.7911 0.101
H 1.7713 -4.6450 0.8409 0.103
H 1.1244 -2.5787 0.1922 0.102
H 1.1363 -1.9590 1.8895 0.056
H 3.6043 -2.2283 0.1563 0.111
H 3.4658 -1.5244 1.7819 0.111
H 3.3209 0.3767 0.5420 0.106
H 1.6080 0.0316 0.6389 0.078
H 2.9908 -1.3071 -1.6525 0.100
H 3.2572 0.4233 -1.6701 0.098
H 0.3719 -0.4590 -1.3632 0.089
H 1.1808 -0.9104 -2.8438 0.101
H 1.9722 1.8495 -2.3801 0.104
H 1.0234 1.1818 -3.6777 0.096
H -1.0055 1.6793 -2.7409 0.102
H -0.0529 3.0943 -2.4176 0.112
H -1.6094 1.7302 -0.6271 0.099
H -0.0753 1.0285 -0.1872 0.065
H -0.9714 3.9002 0.1275 0.107
H 0.7047 3.5531 -0.2026 0.115
H 0.5032 1.7290 1.7787 0.078
H 0.9164 3.3963 1.9934 0.111
H -0.9010 2.2327 3.5237 0.101
H -0.9125 3.9259 3.1307 0.117
H -3.1286 3.2455 2.9611 0.138
H -2.6407 3.5448 1.3210 0.129
H -1.1467 0.4253 1.8724 0.110
H -0.8191 -2.1180 1.8697 -0.112
H -4.6623 -1.8246 0.8469 0.116
H -7.2364 -1.4727 0.1103 0.102
H -6.3372 0.7315 -0.9894 0.096
H -4.8912 2.2108 1.7531 0.177
O -0.7385 -0.6206 -5.3438 -0.303
P -1.4609 -0.8905 -6.6185 0.643
N -0.6901 -2.3082 -7.1939 -0.292
C -0.7356 -2.7828 -8.5673 -0.127
C -0.7530 -3.4471 -6.2797 -0.140
N -0.9645 0.4760 -7.5420 -0.323
C -0.3574 0.3527 -8.8558 -0.141
C -0.2817 1.5296 -6.7958 -0.138
N -2.9436 -1.0531 -7.4977 -0.274
C -3.6723 0.1905 -7.8263 -0.123
C -3.9031 -1.8907 -6.7300 -0.127
H -1.7246 -3.1487 -8.8723 0.084
H -0.0309 -3.6099 -8.6727 0.085
H -0.4099 -2.0343 -9.2779 0.044
H -1.7145 -3.9776 -6.3226 0.066
H -0.5898 -3.1198 -5.2531 0.069
H 0.0303 -4.1678 -6.5190 0.082
H 0.6298 -0.1239 -8.8203 0.090
H -0.2384 1.3442 -9.2984 0.083
H -1.0013 -0.1932 -9.5459 0.070
H 0.7679 1.2823 -6.5938 0.085
H -0.7742 1.7263 -5.8475 0.061
H -0.3093 2.4559 -7.3742 0.081
H -3.8471 0.8228 -6.9517 0.086
H -4.6379 -0.0785 -8.2580 0.082
H -3.1523 0.7755 -8.5763 0.070
H -4.1880 -1.4225 -5.7822 0.080
H -3.4755 -2.8691 -6.5090 0.060
H -4.8047 -2.0605 -7.3161 0.082
O 2.8373 0.7513 3.8632 -0.309
P 2.9699 1.0329 5.3312 0.690
N 4.4474 0.2232 5.6619 -0.295
C 4.8513 -0.2875 6.9625 -0.126
C 5.6118 0.7881 4.9771 -0.136
N 1.6276 0.0281 5.8234 -0.322
C 1.7750 -1.0751 6.7554 -0.140
C 0.7153 -0.3714 4.7633 -0.148
N 2.8795 1.9219 6.8205 -0.270
C 1.5348 2.2846 7.3204 -0.121
C 3.6079 3.2169 6.6861 -0.120
H 5.0758 0.4994 7.6938 0.085
H 5.7557 -0.8849 6.8336 0.086
H 4.1204 -0.9600 7.3926 0.044
H 6.0097 1.6806 5.4783 0.068
H 5.3572 1.0579 3.9522 0.072
H 6.4154 0.0522 4.9284 0.083
H 2.3846 -1.8917 6.3477 0.089
H 0.7908 -1.4804 7.0059 0.082
H 2.1971 -0.7446 7.7043 0.071
H 1.1154 -1.1965 4.1572 0.062
H 0.4938 0.4613 4.0977 0.044
H -0.2321 -0.6984 5.2045 0.084
H 0.9284 2.7970 6.5692 0.083
H 1.6531 2.9470 8.1793 0.084
H 0.9882 1.4179 7.6735 0.069
H 3.1467 3.8704 5.9408 0.084
H 4.6457 3.0504 6.3949 0.064
H 3.6228 3.7381 7.6412 0.084
```

Kohn-Sham gap in eV: 6.05
E_tot in hartree: -3405.3485
E_HOMO in eV: -10.14
E_LUMO in eV: -4.09
Net charge: +1
Spin multiplicity: 1

***

# 6
Density functional theory data (ωB97M-V/def2-TZVPD) for a 2-piece molecular cluster, C5H14 overall at a distorted geometry.

```
19
Properties=species:S:1:pos:R:3:lowdin_charge:R:1
C 0.9331 -2.8638 1.4127 -0.147
C 0.4668 -1.6698 0.6200 -0.325
C 0.2137 -0.4408 1.5039 -0.114
H 1.0562 -3.7374 0.7550 0.068
H 0.2292 -3.2312 2.1622 0.070
H 1.9238 -2.7618 1.8600 0.071
H 1.2567 -1.4496 -0.1025 0.098
H -0.4497 -1.9219 0.0856 0.099
H -0.7004 -0.6638 2.0573 0.076
H 1.1008 -0.1371 2.0533 0.074
H -0.0114 0.4764 0.9607 0.026
C -1.1154 2.2223 -2.3465 -0.164
C -0.3790 2.4139 -1.0096 -0.175
H -0.5647 2.6221 -3.1860 0.057
H -1.3294 1.1679 -2.5404 0.060
H -2.1114 2.6510 -2.2200 0.060
H -0.9776 2.0212 -0.1951 0.047
H -0.1010 3.4482 -0.8287 0.060
H 0.5596 1.8543 -1.0419 0.058
```

Structure (SMILES): CCC.CC
Kohn-Sham gap in eV: 12.48
E_tot in hartree: -198.8788
ΔE to the lowest compared entry with this formula, charge and spin in kcal per mole: 6.5
E_HOMO in eV: -11.36
E_LUMO in eV: 1.13
Spin multiplicity: 1